Entry from the Open Molecules 2025 dataset: an isolated molecule of C8H19N3Si2 (the ωB97M-V functional and the def2-TZVPD basis).

Computed properties:
HOMO level ... -0.3043 Eh
Net charge ... 0
LUMO ... 0.661 eV
Kohn-Sham gap ... 0.329 Ha
ΔE to the lowest compared entry with this formula, charge and spin ... 0.000 eV
Electronic energy ... -28828.276 eV

Element x y z (Å)
1 Si -2.40821 -0.00211 0.21488
2 Si 2.09593 -0.18134 -0.18787
3 N 1.02589 1.03262 0.12456
4 N 1.28337 2.27379 0.01416
5 N -0.98334 2.59905 0.16132
6 C 1.91782 -0.98131 -1.95318
7 C 0.31975 3.14765 0.09460
8 C -4.08712 0.67700 0.59379
9 C -1.75192 -0.97102 1.67099
10 C -1.09290 1.37916 0.02697
11 C -2.32741 -1.12987 -1.34491
12 C 3.79515 0.63964 -0.17431
13 C 1.98549 -1.70325 1.10863
14 H 1.18128 -0.53457 -2.54329
15 H 1.08068 -2.12737 1.39629
16 H -4.82522 0.57493 -0.22339
17 H -2.32534 -1.83784 1.66142
18 H -0.64994 -1.16630 1.65103
19 H 3.88707 1.25945 0.70504
20 H -2.52913 -0.50464 -2.31363
21 H 2.76299 -2.34883 0.69670
22 H -4.39161 0.23480 1.57263
23 H -3.90496 1.74387 0.89208
24 H 2.44999 -1.35964 2.03601
25 H -1.85743 -0.30399 2.54537
26 H 0.41288 4.15642 0.03191
27 H 3.66889 1.33684 -0.99355
28 H 1.79272 -2.05698 -2.03006
29 H 4.74608 0.08393 -0.21403
30 H 2.86775 -0.69926 -2.33832
31 H -1.25762 -1.18236 -1.43974
32 H -2.88160 -2.04849 -1.44213

Atoms 1-2, force components in eV/Å:
Si 0.8 -1.2 -0.8
Si 1.9 -4.5 -0.2

These are the Mulliken partial charges, in e, on atoms 1 to 2:
1. Si 0.3594
2. Si 0.1031

Entry from the Open Molecules 2025 dataset: a cluster of 2 separate species, C8H19N4O2S in total (the ωB97M-V functional and the def2-TZVPD basis).

Computed properties:
HOMO level ... -0.4619 Eh
Net charge ... +1
LUMO ... -2.828 eV
Kohn-Sham gap ... 0.358 Ha
ΔE to the lowest compared entry with this formula, charge and spin ... 3.950 eV
Electronic energy ... -29484.018 eV

Element x y z (Å)
1 S -0.91359 1.36012 1.25816
2 O -0.59867 -0.23766 1.20736
3 O -2.13355 1.76810 0.65858
4 N 3.81770 2.02986 1.17331
5 N 1.56982 1.64225 0.95430
6 N 2.24293 3.71080 0.39072
7 N 0.31136 1.99068 0.49700
8 C -1.25706 -3.25199 -0.97112
9 C 0.42525 -1.56211 -1.93400
10 C -1.91233 -0.86264 -1.40389
11 C 2.58917 2.47050 0.86948
12 C -0.65960 -0.51712 -1.71701
13 C -2.43942 -2.25316 -1.03155
14 C -1.02992 1.48303 3.12641
15 C -0.10830 -2.97695 -2.03558
16 H -0.55907 -0.54325 0.17006
17 H 1.43562 0.69158 1.19625
18 H -2.59912 -0.18001 -1.21089
19 H 1.07815 -1.57972 -1.05324
20 H -0.95646 -3.21979 0.00047
21 H -2.81235 -2.41206 -0.06743
22 H 1.24560 3.74018 0.20112
23 H -0.48454 0.63453 3.40244
24 H -0.53738 -3.11064 -2.92274
25 H -0.55078 2.35884 3.36858
26 H -1.71930 -4.13906 -1.11449
27 H -0.62376 0.53476 -1.89210
28 H 3.96826 1.07859 0.88576
29 H -2.18908 1.52963 3.10186
30 H 4.41798 2.71850 0.77583
31 H -3.19372 -2.62467 -1.85238
32 H 0.82050 -3.51834 -1.96735
33 H 0.83801 -1.31736 -2.89265
34 H 2.51767 4.56458 0.82874

Atoms 1-2, force components in eV/Å:
S 1.5 -1.2 0.3
O -0.1 0.7 -1.4

These are the Mulliken partial charges, in e, on atoms 1 to 2:
1. S 1.2508
2. O -0.5941

Entry from the Open Molecules 2025 dataset: a cluster of 2 separate species, C8H19NO in total (the ωB97M-V functional and the def2-TZVPD basis).

Computed properties:
HOMO level ... -0.3337 Eh
Net charge ... 0
LUMO ... 0.851 eV
Kohn-Sham gap ... 0.365 Ha
ΔE to the lowest compared entry with this formula, charge and spin ... 2.030 eV
SMILES ... CCN(C)C(C)=O.CCC
Electronic energy ... -12140.581 eV

Element x y z (Å)
1 O 1.92212 -2.01565 -2.20058
2 N 0.34388 -0.50067 -1.77670
3 C 0.43624 2.19384 1.29882
4 C 0.43018 -0.30420 -3.21567
5 C 0.04274 2.07403 2.73354
6 C -1.62570 -1.87081 -1.13883
7 C 1.25510 -1.51660 -1.32365
8 C 1.70086 -1.35686 0.10212
9 C -1.02516 -0.45510 -1.23730
10 C -1.04061 1.04351 3.06377
11 H 1.33121 2.81130 1.21617
12 H -1.03899 0.09127 -0.29990
13 H 0.86445 -0.96484 0.67275
14 H -1.01033 -2.50812 -0.48842
15 H 0.63295 1.19990 0.88175
16 H 0.30773 -1.28800 -3.71219
17 H 0.94513 1.89187 3.33171
18 H 2.62703 -0.81159 0.23925
19 H -1.54743 0.16011 -1.95327
20 H -0.28005 2.83620 0.75373
21 H 1.92902 -2.25916 0.68631
22 H -2.01737 1.40109 2.72845
23 H -0.18202 0.54572 -3.49029
24 H 1.37355 0.15889 -3.53442
25 H -0.46854 3.03086 2.96836
26 H -2.69696 -1.93782 -0.92012
27 H -0.81636 0.08863 2.58982
28 H -1.41644 -2.43024 -2.06113
29 H -0.97622 0.69247 4.08591

Atoms 1-2, force components in eV/Å:
O 0.4 -1.4 0.5
N 0.3 -0.8 0.8

These are the Mulliken partial charges, in e, on atoms 1 to 2:
1. O -0.5987
2. N 0.1624